Entry from the Open Molecules 2025 dataset: one molecule with the formula C3H4FNS2 in a non-equilibrium geometry (ωB97M-V/def2-TZVPD).

Summary:
Kohn-Sham gap: 8.934 eV
HOMO level: -8.3 eV
DFT total energy: -1067.67733 hartree
LUMO energy: 0.024 Ha
SMILES: FCC1=NSCS1
net charge: 0
strongest force on any atom: 0.06088 Eh/bohr

Each atom is followed by the atoms it is bonded to, with distances in Å.
Geometry (Å):
1 F 2.618 0.199 -0.367  C2 1.318
2 C 1.814 -0.754 0.059  F1 1.318, C3 1.490, H8 1.139, H9 1.073
3 C 0.381 -0.363 -0.058  C2 1.490, N4 1.282, S7 1.749
4 N -0.543 -1.250 -0.117  C3 1.282, S5 1.677
5 S -2.110 -0.672 -0.261  N4 1.677, C6 1.795
6 C -1.787 1.068 0.033  S5 1.795, S7 1.818, H10 1.077, H11 1.170
7 S 0.000 1.341 -0.163  C3 1.749, C6 1.818
8 H 2.056 -1.026 1.138  C2 1.139
9 H 1.999 -1.639 -0.519  C2 1.073
10 H -2.126 1.344 1.018  C6 1.077
11 H -2.303 1.752 -0.763  C6 1.170